(1)
46
Properties=species:S:1:pos:R:3:forces:R:3 method="wB97M-V/def2-TZVPD" gap_ev=10.11 e_homo_ev=-9.956 smiles="O=C(O)CCCPN(C(=O)F)C(=O)F.CC(C)O.CC(C)O" spin_multiplicity=1
O -4.76774 1.97677 4.75697 0.008 0.041 -0.137
C -5.17672 1.98769 3.63643 0.226 -0.172 0.456
O -5.22548 3.16254 2.90985 -0.197 0.018 -0.028
C -5.65605 0.74347 2.92395 -0.203 0.352 -0.535
C -5.48059 0.72547 1.39628 -0.135 -0.535 0.186
C -4.17589 0.06704 0.93138 -0.170 0.212 -0.840
P -2.75180 1.19857 1.18822 -0.157 -0.010 0.716
N -1.42109 0.18852 0.53069 0.277 0.639 0.081
C -0.60066 -0.37977 1.55714 0.149 0.367 -0.304
O -0.36785 0.05786 2.62287 -0.221 -0.180 0.155
F -0.10134 -1.52923 1.12047 0.082 -0.167 -0.035
C -0.61901 0.75022 -0.46235 0.112 -0.561 0.003
O 0.56193 0.88456 -0.42317 -0.127 -0.092 -0.173
F -1.33687 1.10739 -1.52621 -0.032 0.104 0.066
H -6.12186 3.52638 2.92695 0.130 -0.013 -0.058
H -5.19092 -0.12218 3.38960 0.018 0.014 0.098
H -6.72860 0.68021 3.13624 0.024 0.017 0.117
H -6.29473 0.13239 0.97469 0.001 0.031 -0.001
H -5.59148 1.72538 0.97832 0.054 0.054 0.042
H -4.26893 -0.17231 -0.13172 0.091 -0.017 0.047
H -4.01713 -0.88466 1.43970 0.134 0.099 0.218
H -2.91713 2.02649 0.05919 0.010 -0.226 -0.114
C 3.39257 -2.37707 0.54482 0.013 -0.096 -0.115
C 4.44265 -1.29392 0.73278 -0.342 0.102 0.125
C 4.26742 -0.56930 2.05874 0.096 0.044 0.020
O 4.38733 -0.36209 -0.34650 0.132 -0.042 -0.057
H 2.39181 -1.93694 0.53302 0.014 0.021 0.077
H 3.53368 -2.89130 -0.40672 0.049 0.004 0.015
H 3.43370 -3.11454 1.34796 -0.013 0.010 0.013
H 5.43805 -1.73870 0.69040 0.036 0.053 -0.089
H 3.28913 -0.08176 2.09832 -0.035 -0.060 0.004
H 5.02732 0.20376 2.17471 0.018 -0.024 -0.006
H 4.33983 -1.25917 2.90095 -0.017 0.000 0.001
H 3.51547 0.05036 -0.32660 0.006 0.017 -0.015
C 2.18634 -1.28229 -3.17791 -0.146 -0.108 0.012
C 2.35272 -0.30588 -4.33010 0.085 0.131 0.297
C 3.56348 0.59224 -4.12966 0.005 0.059 -0.114
O 1.17138 0.48056 -4.49094 -0.035 -0.060 -0.108
H 2.02875 -0.74056 -2.24068 0.086 0.023 -0.011
H 1.31447 -1.91891 -3.33673 0.021 -0.010 -0.055
H 3.06699 -1.91489 -3.06179 0.016 0.026 0.030
H 2.46189 -0.86028 -5.26351 -0.074 0.032 -0.048
H 3.44902 1.18656 -3.21897 0.014 -0.061 0.047
H 3.66801 1.28369 -4.96634 -0.004 -0.028 -0.017
H 4.48035 0.00870 -4.03962 -0.004 0.000 0.033
H 1.04755 0.98893 -3.68111 0.005 -0.007 0.002

---

(2)
51
Properties=species:S:1:pos:R:3:forces:R:3 method="wB97M-V/def2-TZVPD" gap_ev="8.66 / 4.10" e_above_lowest_kcal_mol=0.0 s_squared=3.7600 charge=+1 e_homo_ev="-11.509 / -11.206" spin_multiplicity=4
Ni -4.42651 4.15693 4.56722 -0.564 -1.932 -1.883
C -5.30430 2.14336 1.89776 1.341 0.421 1.488
O -6.24689 2.74636 1.06425 0.601 -0.296 0.280
O -5.34846 2.66064 3.19338 -0.786 -0.337 0.902
C -5.46413 0.51964 1.78483 -1.203 0.340 -0.121
F -6.57920 0.12384 2.47054 0.337 0.425 -1.306
F -5.48477 0.01916 0.45636 -0.482 1.336 2.197
F -4.49675 -0.16199 2.36376 1.264 0.115 0.350
C -5.81624 3.03275 -0.24757 -1.669 0.979 -1.217
C -6.95593 3.83502 -0.86296 -0.509 -0.048 -1.334
H -7.25076 4.73277 -0.31962 0.100 -0.163 0.215
H -6.72527 4.13567 -1.88497 0.733 0.399 -0.004
H -7.83877 3.25492 -1.13165 -0.204 -0.339 0.933
H -5.68345 2.16912 -0.89920 0.303 -0.355 0.428
H -4.95639 3.69447 -0.35186 0.603 -0.246 0.742
H -4.27171 2.41590 1.67963 0.316 -0.534 -1.535
C -3.67491 6.62031 7.10274 0.757 1.984 -2.787
O -2.89844 7.77190 6.64766 0.456 -3.163 -0.266
O -3.77911 5.66737 6.02470 0.544 1.697 3.036
C -3.41609 6.22593 8.57601 -0.711 -2.933 3.581
F -2.16335 5.90546 8.98463 -0.650 0.992 -1.475
F -3.94691 7.05370 9.49258 1.001 2.342 -1.142
F -4.16837 5.15304 8.95865 0.250 -1.307 -2.098
C -3.09096 9.00517 7.29980 0.144 0.913 1.026
C -2.06998 10.02027 6.87234 0.016 1.224 -1.679
H -2.45001 11.04171 6.89070 -0.351 0.137 1.479
H -1.07320 10.00268 7.31305 -0.275 -0.333 0.033
H -2.00167 10.13654 5.79071 0.528 -1.245 -0.482
H -2.93502 8.89249 8.37269 -0.549 -0.088 0.114
H -4.09165 9.36282 7.05732 -0.193 0.086 0.271
H -4.66401 7.07830 7.10743 -1.061 -0.572 0.149
C -5.41619 6.76877 3.45036 2.609 1.331 0.571
C -4.50880 6.20436 2.37271 -2.715 -0.445 -1.707
O -3.64417 5.27808 2.98044 1.056 -0.023 0.510
O -6.02280 5.70203 4.14856 -0.211 0.238 0.142
H -6.05739 7.63071 3.26592 -0.404 -0.550 -0.703
H -4.66553 7.21004 4.10602 -0.090 0.114 0.689
H -4.02783 6.90818 1.69344 0.289 0.222 0.572
H -5.12290 5.57829 1.72540 -0.207 0.016 -0.271
H -2.75536 5.62929 2.88949 0.339 -0.267 0.402
H -6.93616 5.75583 3.85792 -0.396 -1.031 0.252
C -2.68043 1.73150 5.22148 -1.237 0.208 -0.096
C -3.40468 2.11984 6.46802 -0.263 -0.901 0.210
O -4.73319 2.69855 6.23041 1.659 0.570 0.039
O -2.57582 2.97468 4.44309 0.764 -1.314 0.729
H -3.14980 0.95933 4.61193 -0.532 0.301 -0.067
H -1.78206 1.23282 5.58527 0.807 0.818 -0.418
H -2.75675 2.79185 7.03077 -0.544 0.622 -0.104
H -3.39008 1.21518 7.07586 -0.905 -0.022 0.262
H -5.39085 2.00292 6.15842 -0.156 -0.221 -0.332
H -1.66779 2.92467 4.13556 0.048 0.833 -0.577

---

(3)
39
Properties=species:S:1:pos:R:3:forces:R:3 method="wB97M-V/def2-TZVPD" gap_ev=8.01 e_above_lowest_kcal_mol=108.3 charge=+1 e_homo_ev=-12.356 smiles=CCCCCCCCCCc1n[nH]c[nH+]1 spin_multiplicity=1
C 5.18141 -0.56301 0.63101 0.291 -0.777 -0.500
C 4.43755 -1.71029 -0.21188 -0.048 0.460 -0.751
C 2.99564 -1.29920 -0.79425 -0.592 -0.739 0.840
C 2.12191 -0.36727 0.22770 0.781 0.122 -1.349
C 2.36434 1.15648 -0.23812 -0.653 0.064 0.747
C 1.19081 2.17459 0.15956 0.123 0.711 -0.637
C -0.23723 1.83600 -0.51331 0.056 -0.263 0.834
C -1.48961 2.41795 0.35486 -0.356 -0.329 -1.646
C -2.77062 1.50423 -0.04050 0.438 -0.422 -0.296
C -2.89959 0.18817 0.89249 0.264 -0.207 -1.008
C -3.91844 -0.85102 0.23364 0.000 1.300 -0.828
N -4.41994 -0.65481 -1.08495 1.097 -2.231 4.953
N -5.19809 -1.75659 -1.27359 0.203 -2.690 4.474
C -5.23788 -2.61833 -0.12230 1.008 1.692 -0.609
N -4.40182 -2.05283 0.90850 -1.784 1.624 -6.382
H 4.65087 -0.34814 1.63035 0.994 -0.254 -1.574
H 6.26318 -0.93423 0.79575 -1.768 0.705 0.091
H 5.26047 0.37640 -0.01112 -0.190 -1.152 0.999
H 4.30131 -2.66905 0.39118 0.382 1.346 -0.663
H 5.10334 -1.94277 -1.12556 -0.962 0.139 1.508
H 3.05152 -0.82762 -1.84291 0.020 -0.514 1.740
H 2.40334 -2.27751 -0.92462 0.921 1.342 0.045
H 2.46662 -0.49703 1.30716 -0.513 0.067 -1.451
H 1.03597 -0.70981 0.14626 1.340 0.698 0.138
H 2.47366 1.20082 -1.38627 0.035 -0.089 1.858
H 3.32987 1.49950 0.29741 -1.492 -0.385 -1.229
H 1.50299 3.20742 -0.26067 -0.469 -1.537 0.780
H 1.10925 2.32840 1.29871 0.010 -0.530 -1.680
H -0.40472 0.69505 -0.59183 0.483 1.636 0.206
H -0.26501 2.21699 -1.60072 -0.065 -0.431 1.745
H -1.73212 3.47657 -0.03300 0.476 -1.546 0.975
H -1.27819 2.42214 1.47415 -0.269 0.034 -1.506
H -3.75104 2.08923 -0.09870 1.346 -0.876 0.312
H -2.53965 1.10598 -1.10072 -0.587 0.735 1.606
H -3.14785 0.43749 1.97875 0.059 -0.472 -1.531
H -1.86119 -0.32240 0.87668 -1.614 0.669 0.134
H -5.69401 -1.93190 -2.16307 0.410 0.194 0.778
H -5.80637 -3.60035 -0.04506 0.870 1.636 -0.195
H -4.19070 -2.39929 1.85897 -0.246 0.265 -0.928

---

(4)
39
Properties=species:S:1:pos:R:3:forces:R:3 method="wB97M-V/def2-TZVPD" gap_ev=8.49 e_above_lowest_kcal_mol=103.0 charge=+1 e_homo_ev=-12.577 smiles=CCCCCCCCCCn1c[nH+]cn1 spin_multiplicity=1
C 1.80538 -1.69666 1.71851 1.204 -0.345 0.085
C 2.82820 -2.30661 0.61313 -1.185 0.574 0.284
C 2.70546 -1.50471 -0.79576 1.002 -1.016 0.432
C 3.57019 -0.14213 -0.81813 -0.284 -0.618 -1.014
C 2.77905 1.14473 -1.35489 0.857 1.027 0.280
C 2.07637 2.03068 -0.20854 0.588 -1.300 0.231
C 0.78198 1.28074 0.36614 -0.806 1.449 -0.010
C -0.58085 2.15631 0.23932 0.385 -1.253 0.756
C -1.74443 1.21882 0.88949 -0.155 0.880 0.694
C -3.13179 1.35561 0.09574 1.374 1.599 0.895
N -3.79523 0.06315 -0.23799 -0.745 -2.176 0.919
C -3.96217 -1.13797 0.49398 -1.008 1.477 -3.799
N -4.72118 -1.95419 -0.40636 0.871 2.941 -0.285
C -5.00204 -1.19583 -1.60345 2.410 2.422 2.489
N -4.38459 0.06998 -1.45658 -2.047 -4.723 0.138
H 1.91209 -2.22679 2.73398 -0.144 0.624 -1.588
H 0.72157 -1.78273 1.38581 1.348 0.368 0.342
H 2.15682 -0.62519 1.89425 -0.932 -1.295 -0.240
H 2.55677 -3.40452 0.43080 0.648 1.493 0.342
H 3.87071 -2.19194 1.07968 -1.382 -0.421 -1.017
H 1.61148 -1.37059 -1.07651 1.327 -0.004 0.453
H 3.14848 -2.21986 -1.58188 -0.732 1.146 1.034
H 4.42031 -0.32921 -1.57330 -1.195 0.339 1.267
H 4.06701 -0.00563 0.19822 -0.787 0.185 -1.258
H 3.57018 1.83102 -1.83500 -1.199 -1.007 0.598
H 2.04164 0.87871 -2.18830 0.928 0.194 1.201
H 2.83503 2.08972 0.65457 -1.051 0.145 -1.321
H 1.88852 3.09063 -0.57543 -0.026 -1.401 0.447
H 0.57160 0.30876 -0.19028 0.543 1.171 0.923
H 0.91350 1.11286 1.49633 -0.239 -0.100 -1.807
H -0.82336 2.43670 -0.84011 0.402 -0.389 1.412
H -0.46647 3.09098 0.88054 -0.245 -1.098 -1.063
H -1.38910 0.13613 1.02411 -0.521 1.476 -0.543
H -1.91909 1.62412 1.95414 0.235 -0.816 -1.552
H -2.90128 1.91555 -0.87717 -0.707 -1.302 1.212
H -3.82144 2.04648 0.70357 0.664 -1.409 -1.001
H -3.56533 -1.34525 1.53135 -0.659 0.121 -1.603
H -5.02808 -2.92203 -0.24886 0.275 0.693 0.086
H -5.59591 -1.51982 -2.51516 0.987 0.348 1.582

---

(5)
48
Properties=species:S:1:pos:R:3:forces:R:3 method="wB97M-V/def2-TZVPD" gap_ev=9.72 e_above_lowest_kcal_mol=196.1 e_homo_ev=-9.488 smiles="O=S1(=O)OCCO1.O=S1(=O)OCCO1.C1CCOC1.C1CCOC1" spin_multiplicity=1
C 2.89237 -5.47966 -0.43516 -0.626 1.254 -0.369
C 4.05085 -4.90182 0.36579 0.700 -1.788 0.404
C 4.13435 -6.03295 1.42939 -2.902 1.254 -0.694
O 2.72302 -6.36658 1.65472 2.254 -1.561 1.653
C 1.89338 -5.98929 0.60973 0.432 2.134 -1.140
H 3.16942 -6.36205 -1.01199 0.570 0.172 -0.077
H 2.57421 -4.70749 -1.13561 -0.641 -0.244 -0.071
H 3.96771 -3.94714 0.88518 -0.667 0.100 -0.414
H 4.93407 -4.87774 -0.27253 0.108 0.120 0.096
H 4.67199 -5.70532 2.31916 -0.903 -0.056 0.632
H 4.82927 -6.77590 1.03798 -3.857 -2.172 -0.161
H 1.29261 -5.18762 1.03926 -0.524 0.114 -0.439
H 1.25670 -6.72938 0.12494 0.085 -0.552 0.685
C 8.68089 -0.85263 0.76459 0.410 0.118 0.535
C 7.26440 -0.88483 0.20251 -0.290 -0.019 -0.927
C 6.80150 -2.28971 0.58283 0.474 1.879 -1.853
O 7.37322 -2.47284 1.80799 0.549 1.025 2.171
C 8.73770 -1.98758 1.82564 -1.616 2.586 -2.669
H 8.88751 0.07668 1.29544 0.143 0.157 -0.378
H 9.45277 -1.04459 0.01930 -0.171 0.315 -0.203
H 7.19807 -0.61184 -0.85066 0.298 -0.501 -0.269
H 6.53695 -0.18644 0.61622 0.394 0.151 0.726
H 7.18037 -3.11533 -0.01957 0.106 1.272 -1.527
H 5.71196 -2.31853 0.57026 -0.059 -0.314 0.548
H 9.49603 -2.73080 1.57933 -0.645 -0.100 -0.742
H 9.04538 -1.56686 2.78295 -1.487 0.410 -0.870
C 7.84734 -5.37857 5.43207 -0.122 -0.056 -0.663
C 6.82264 -4.66220 4.51988 0.941 1.101 1.128
O 7.55991 -3.83196 3.62385 1.869 1.173 1.093
S 9.21746 -3.99297 3.68206 -1.506 -1.625 0.904
O 9.97535 -2.75442 3.52420 -0.176 -4.517 4.152
O 9.45321 -5.05858 2.72161 1.132 1.187 2.668
O 8.97168 -4.52224 5.26477 2.718 0.579 -0.352
H 8.11462 -6.42562 5.28944 -0.016 0.060 -0.802
H 7.50750 -5.34521 6.46720 0.240 0.485 0.003
H 6.48198 -3.85473 5.16799 -1.375 -0.627 0.075
H 6.09047 -5.23581 3.95154 0.052 0.068 0.371
C 6.73097 -6.23126 1.41788 1.642 0.530 -1.604
C 7.30063 -4.83232 1.27218 -0.471 -1.106 0.490
O 8.50694 -4.95990 0.56682 1.421 -0.148 -2.705
S 8.38917 -6.05010 -0.60074 -1.935 -0.146 0.129
O 9.66713 -6.64594 -0.88897 -1.568 0.578 0.672
O 7.56367 -5.58265 -1.74392 1.557 -1.038 2.917
O 7.45492 -7.02058 0.48076 1.625 -0.461 -2.275
H 5.70268 -6.30851 1.06467 3.883 0.981 0.676
H 6.93541 -6.56259 2.43597 -0.185 -0.682 -0.132
H 7.62758 -4.53742 2.26930 -1.376 -0.181 -2.405
H 6.70598 -4.10942 0.71370 -0.489 -1.908 1.015

---

(6)
38
Properties=species:S:1:pos:R:3:forces:R:3 method="wB97M-V/def2-TZVPD" gap_ev=11.14 e_above_lowest_kcal_mol=3.1 e_homo_ev=-10.358 smiles="CCCCCCCCCCCC(=O)O" spin_multiplicity=1
C -4.30143 -1.89830 -0.69728 0.149 -0.001 0.207
C -3.82006 -1.35966 0.64479 -0.198 0.139 -0.051
C -4.06871 0.13942 0.81372 0.108 -0.077 -0.098
C -3.24708 1.04830 -0.10399 -0.005 0.054 0.287
C -1.73352 0.99640 0.15348 -0.122 -0.036 -0.357
C -0.97911 0.13685 -0.86118 0.192 -0.027 0.344
C 0.49832 -0.04763 -0.51149 -0.146 0.228 -0.189
C 1.30147 1.25025 -0.58568 0.171 -0.285 -0.046
C 2.81041 1.02688 -0.48296 -0.213 0.095 0.257
C 3.24565 0.52171 0.89111 0.132 0.049 -0.218
C 4.76992 0.39194 0.99024 -0.186 -0.109 0.049
C 5.28674 -0.65768 0.04125 0.345 0.285 -0.119
O 6.03075 -0.46696 -0.88249 0.079 0.060 -0.146
O 4.82055 -1.87846 0.34227 -0.387 -0.515 0.316
H 5.16163 -2.53330 -0.28652 0.094 0.305 -0.045
H 5.25303 1.33970 0.75160 0.046 -0.109 -0.008
H 5.04280 0.09121 2.00336 0.065 0.026 0.003
H 2.79980 -0.45263 1.09185 -0.059 0.027 0.096
H 2.90233 1.21899 1.65817 -0.036 -0.028 0.046
H 3.12460 0.31468 -1.24952 0.044 0.005 -0.099
H 3.32113 1.97119 -0.68708 0.088 -0.016 -0.054
H 0.98868 1.92591 0.21239 -0.037 0.117 -0.011
H 1.08737 1.73923 -1.53917 -0.072 0.080 -0.003
H 0.57239 -0.47228 0.49147 0.029 -0.113 0.034
H 0.93366 -0.76703 -1.20999 0.078 -0.072 0.040
H -1.06064 0.59591 -1.84982 -0.054 -0.034 -0.077
H -1.44337 -0.84874 -0.91769 -0.097 -0.036 -0.084
H -1.33125 2.00985 0.11468 0.051 0.012 0.095
H -1.54946 0.61206 1.15915 0.064 0.012 0.118
H -3.60064 2.06991 0.05404 -0.033 -0.006 -0.097
H -3.44882 0.80025 -1.14679 -0.032 0.061 -0.110
H -5.12937 0.33711 0.63675 -0.060 0.002 0.081
H -3.85490 0.41328 1.85032 -0.055 0.066 0.028
H -2.75748 -1.57332 0.76886 0.072 -0.064 0.089
H -4.35186 -1.88523 1.44232 0.099 -0.031 0.031
H -4.15225 -2.97480 -0.74835 -0.017 -0.089 -0.092
H -3.75957 -1.44207 -1.52179 0.022 0.016 -0.150
H -5.36169 -1.69296 -0.83002 -0.118 0.008 -0.064